<a>
This record from the Open Molecules 2025 dataset describes a cluster of 3 separate species, C6H16O2 in total. The level of theory is the ωB97M-V functional and the def2-TZVPD basis.

Bonds (Å) are listed after each position.
Atoms and positions in Å:
1 C -1.584 -2.120 2.301  C2 1.365, H7 1.063, H8 1.110
2 C -0.631 -1.409 1.631  C1 1.365, C3 1.473, C4 1.489
3 C -0.226 -0.138 2.254  C2 1.473, H9 1.205, H10 1.126, H11 1.166
4 C -0.032 -1.788 0.321  C2 1.489, C5 1.537, H12 1.145, H13 1.118
5 C -1.029 -2.153 -0.791  C4 1.537, C6 1.507, H14 1.184, H15 1.120
6 C -1.698 -0.873 -1.221  C5 1.507, H16 1.139, H17 1.067, H18 1.106
7 H -2.052 -1.745 3.179  C1 1.063
8 H -1.897 -3.153 2.040  C1 1.110
9 H -0.743 0.083 3.320  C3 1.205
10 H 0.888 0.011 2.335  C3 1.126
11 H -0.636 0.822 1.734  C3 1.166
12 H 0.826 -2.546 0.307  C4 1.145
13 H 0.476 -0.857 -0.031  C4 1.118
14 H -1.874 -2.816 -0.294  C5 1.184
15 H -0.679 -2.792 -1.641  C5 1.120
16 H -2.409 -1.082 -2.085  C6 1.139
17 H -0.868 -0.274 -1.522  C6 1.067
18 H -2.249 -0.285 -0.464  C6 1.106
19 O 1.632 4.711 -5.585  H20 0.988, H21 0.954
20 H 1.700 3.729 -5.498  O19 0.988
21 H 0.694 4.686 -5.411  O19 0.954
22 O 2.788 1.998 2.128  H23 0.949, H24 0.931
23 H 2.612 1.066 2.156  O22 0.949
24 H 2.050 2.364 2.562  O22 0.931

Calculated values
Kohn-Sham gap = 10.010 eV

<b>
This record from the Open Molecules 2025 dataset describes a cluster of 3 separate species, C6H16O2 in total. The level of theory is the ωB97M-V functional and the def2-TZVPD basis.

Bonds (Å) are listed after each position.
Atoms and positions in Å:
1 C 0.848 -0.196 -1.480  C2 1.326, H7 1.071, H8 1.088
2 C 0.008 -0.207 -0.454  C1 1.326, C3 1.552, C5 1.507
3 C -1.534 -0.218 -0.627  C2 1.552, C4 1.521, H9 1.091, H10 1.107
4 C -2.048 1.213 -0.609  C3 1.521, H11 1.091, H12 1.093, H13 1.082
5 C 0.351 0.077 0.986  C2 1.507, C6 1.545, H14 1.100, H15 1.111
6 C 1.714 -0.530 1.386  C5 1.545, H16 1.077, H17 1.080, H18 1.106
7 H 0.783 -0.581 -2.477  C1 1.071
8 H 1.862 0.024 -1.153  C1 1.088
9 H -2.031 -0.898 0.067  C3 1.091
10 H -1.769 -0.668 -1.612  C3 1.107
11 H -2.074 1.651 -1.608  C4 1.091
12 H -1.416 1.846 0.017  C4 1.093
13 H -2.920 1.318 0.023  C4 1.082
14 H -0.287 -0.306 1.796  C5 1.100
15 H 0.484 1.179 1.040  C5 1.111
16 H 2.216 -0.009 2.183  C6 1.077
17 H 2.438 -0.559 0.586  C6 1.080
18 H 1.760 -1.616 1.595  C6 1.106
19 O 1.886 2.794 0.734  H20 0.958, H21 0.952
20 H 2.603 2.535 0.154  O19 0.958
21 H 1.836 2.022 1.288  O19 0.952
22 O -1.789 -3.210 -0.850  H23 0.977, H24 0.955
23 H -0.969 -2.714 -1.037  O22 0.977
24 H -1.951 -2.947 0.054  O22 0.955

Calculated values
Kohn-Sham gap = 10.285 eV

<a> is the least stable structure shown above.